1.
The molecule C5H10O2. Source: OMol25; level of theory: ωB97M-V with the def2-TZVPD basis set.

Last column: natural (NBO) charge in e.
CARTESIAN COORDINATES (ANGSTROEM)
C1 -0.195 0.610 2.115  -0.262
O1 0.632 1.012 1.042  -0.554
C2 -0.060 1.203 -0.192  -0.073
C3 -0.591 -0.077 -0.825  -0.311
C4 0.134 -0.704 -1.997  -0.436
C5 0.181 -1.367 -0.661  0.103
O2 1.367 -1.400 0.066  -0.721
H1 -0.891 1.418 2.383  0.172
H2 0.465 0.410 2.966  0.200
H3 -0.760 -0.304 1.877  0.178
H4 -0.889 1.908 -0.033  0.179
H5 0.675 1.687 -0.841  0.199
H6 -1.674 -0.178 -0.828  0.219
H7 -0.448 -1.155 -2.792  0.217
H8 1.052 -0.220 -2.316  0.219
H9 -0.411 -2.272 -0.535  0.180
H10 1.411 -0.570 0.573  0.491

Values from the calculation:
LUMO level: 0.03646 Ha
Maximum force: 0.30 eV/A
Kohn-Sham gap: 10.4 eV
SMILES: COC[C@H]1C[C@H]1O

2.
The molecule C5H10O2. Source: OMol25; level of theory: ωB97M-V with the def2-TZVPD basis set.

Last column: natural (NBO) charge in e.
CARTESIAN COORDINATES (ANGSTROEM)
C1 2.605 -0.315 0.559  -0.250
O1 1.360 0.338 0.574  -0.528
C2 0.445 -0.475 -0.083  -0.031
C3 -0.894 0.185 -0.436  -0.379
C4 -2.202 -0.451 0.049  -0.615
C5 -0.943 1.687 -0.557  0.449
O2 -1.970 2.328 -0.594  -0.531
H1 2.535 -1.289 1.065  0.167
H2 3.317 0.325 1.076  0.199
H3 2.943 -0.493 -0.477  0.166
H4 0.262 -1.428 0.435  0.174
H5 0.901 -0.776 -1.082  0.141
H6 -0.643 -0.116 -1.465  0.249
H7 -3.041 0.184 -0.254  0.243
H8 -2.334 -1.429 -0.422  0.209
H9 -2.284 -0.593 1.136  0.215
H10 0.034 2.176 -0.722  0.122

Values from the calculation:
LUMO level: 0.03003 Ha
Maximum force: 2.19 eV/A
Kohn-Sham gap: 10.5 eV
SMILES: COC[C@@H](C)C=O

3.
The molecule C5H10O2. Source: OMol25; level of theory: ωB97M-V with the def2-TZVPD basis set.

Last column: natural (NBO) charge in e.
CARTESIAN COORDINATES (ANGSTROEM)
C1 -2.003 0.015 0.024  -0.630
C2 -0.769 -0.645 -0.574  0.097
O1 -0.352 0.004 -1.757  -0.730
C3 0.313 -0.696 0.539  -0.413
C4 1.708 -0.281 0.033  -0.525
C5 1.552 1.156 0.433  0.457
O2 0.917 1.978 -0.197  -0.576
H1 -2.309 -0.508 0.938  0.206
H2 -1.749 1.049 0.294  0.208
H3 -2.837 0.031 -0.681  0.219
H4 -0.999 -1.669 -0.891  0.179
H5 -0.060 0.900 -1.510  0.486
H6 0.036 0.077 1.291  0.198
H7 0.296 -1.630 1.100  0.226
H8 1.813 -0.374 -1.050  0.254
H9 2.529 -0.785 0.552  0.222
H10 1.915 1.377 1.454  0.120

Values from the calculation:
LUMO level: 0.03608 Ha
Maximum force: 0.69 eV/A
Kohn-Sham gap: 11.0 eV
SMILES: C[C@@H](O)CCC=O

4.
The molecule C5H10O2. Source: OMol25; level of theory: ωB97M-V with the def2-TZVPD basis set.

Last column: natural (NBO) charge in e.
CARTESIAN COORDINATES (ANGSTROEM)
O1 -2.719 0.872 -0.305  -0.705
C1 -1.812 0.397 0.676  -0.126
C2 -0.420 0.215 0.103  0.209
C3 0.777 0.019 1.097  -0.550
C4 1.998 -0.372 0.400  -0.341
C5 0.705 -0.066 -1.631  -0.253
O2 -0.382 -0.698 -0.958  -0.552
H1 -2.594 0.301 -1.080  0.471
H2 -2.168 -0.549 1.136  0.169
H3 -1.765 1.151 1.474  0.191
H4 0.571 0.921 -0.778  0.240
H5 0.456 -0.801 1.762  0.249
H6 0.876 0.928 1.704  0.222
H7 2.125 -1.411 0.101  0.186
H8 2.918 0.204 0.521  0.193
H9 1.456 -0.763 -2.010  0.199
H10 0.313 0.534 -2.468  0.197

Values from the calculation:
LUMO level (alpha / beta): 0.00140 / 0.01364 Ha
Maximum force: 0.88 eV/A
Kohn-Sham gap (alpha / beta): 8.0 / 7.9 eV

5.
The molecule C5H10O2. Source: OMol25; level of theory: ωB97M-V with the def2-TZVPD basis set.

Last column: natural (NBO) charge in e.
CARTESIAN COORDINATES (ANGSTROEM)
C1 1.956 1.230 -0.115  -0.249
O1 0.585 0.995 -0.316  -0.527
C2 0.283 -0.353 -0.534  0.056
C3 0.477 -1.311 0.652  -0.094
O2 -0.923 -1.603 0.702  -0.530
C4 -1.215 -0.668 -0.357  0.096
C5 -2.102 0.467 0.111  -0.634
H1 2.344 0.658 0.740  0.165
H2 2.551 0.974 -1.005  0.166
H3 2.067 2.296 0.095  0.197
H4 0.726 -0.706 -1.478  0.170
H5 0.834 -0.820 1.568  0.176
H6 1.080 -2.209 0.465  0.177
H7 -1.669 -1.186 -1.213  0.173
H8 -2.430 1.081 -0.733  0.214
H9 -2.986 0.045 0.596  0.221
H10 -1.577 1.108 0.823  0.223

Values from the calculation:
LUMO level: 0.03733 Ha
Maximum force: 0.36 eV/A
Kohn-Sham gap: 10.7 eV
SMILES: CO[C@H]1CO[C@H]1C

6.
A cluster of 2 separate species, C5H10O2 in total. Source: OMol25; level of theory: ωB97M-V with the def2-TZVPD basis set.

Last column: natural (NBO) charge in e.
CARTESIAN COORDINATES (ANGSTROEM)
C1 0.024 -0.792 1.175  -0.431
C2 1.124 -0.136 0.759  -0.112
C3 1.864 -0.437 -0.512  -0.153
O1 2.921 0.468 -0.770  -0.713
H1 -0.486 -0.535 2.101  0.216
H2 -0.337 -1.684 0.666  0.214
H3 1.480 0.735 1.315  0.212
H4 2.281 -1.445 -0.458  0.192
H5 1.132 -0.430 -1.336  0.250
H6 2.543 1.231 -1.225  0.470
C4 -2.369 0.212 -0.081  -0.693
C5 -0.937 0.598 -0.278  0.393
O2 -0.535 0.289 -1.391  -0.647
H7 -2.743 0.458 0.906  0.204
H8 -2.540 -0.832 -0.355  0.229
H9 -2.837 0.843 -0.849  0.244
H10 -0.585 1.457 0.332  0.124

Values from the calculation:
LUMO level: 0.03443 Ha
Maximum force: 2.24 eV/A
Kohn-Sham gap: 10.3 eV
SMILES: C=CCO.CC=O

Q: Look up the maximum force of the second one.
A: 2.19 eV/A

Q: Which formula does entry 6 have?
A: C5H10O2

Q: Look up the maximum force of the third one.
A: 0.69 eV/A

Q: Look up the maximum force of the first one.
A: 0.30 eV/A